No. 1
The following is a quantum chemistry calculation of a molecular structure, C55H60ClGe2O2S4Ti, from OMol25.

Each line ends with the Mulliken charge.
Positions of all 125 atoms, in Å:
Ti 0.56947 -1.99573 -1.43552  -0.4423
C 2.96107 4.51445 4.09528  -1.7764
C 2.11565 3.28060 3.93437  0.5058
C 0.73619 3.36572 3.78966  -0.9645
C -0.05836 2.22929 3.74906  1.1297
C -1.55048 2.35124 3.56917  -1.7201
C 0.54610 0.96961 3.86494  0.4255
C 1.94054 0.86014 3.93624  1.4959
C 2.63836 -0.47679 3.98342  -1.8537
C 2.70105 2.02324 3.96149  -0.7627
C -0.31863 -0.22617 4.06066  -0.2977
C -0.95038 -0.36882 5.29340  -0.1541
C -1.72352 -1.48021 5.55760  -1.2290
C -1.87940 -2.45895 4.59233  -0.0973
C -1.26950 -2.35308 3.34469  -0.8052
C -0.47831 -1.21210 3.08670  0.3324
Ge 0.50718 -0.91554 1.36809  1.0698
S 1.53649 -2.69439 0.59779  -1.0151
S -1.12508 -0.59807 -0.25259  -0.0584
Ge 0.30666 0.99023 -1.21462  0.9484
S 0.73905 -0.17673 -3.03679  -0.8736
S 1.61827 0.94991 0.68394  0.1639
C -0.36746 2.81584 -1.59883  0.0552
C -1.67454 3.03608 -2.05523  -0.2925
C -2.07345 4.33837 -2.33057  -0.1313
C -1.18442 5.39385 -2.20777  -1.1960
C 0.11201 5.16115 -1.78853  -0.1337
C 0.53666 3.87274 -1.47098  -0.3150
C 1.92557 3.68222 -0.96677  0.3508
C 2.95157 3.22149 -1.79407  1.8516
C 2.73273 2.88520 -3.24861  -1.8140
C 4.24340 3.12679 -1.27666  -1.0532
C 4.53789 3.48893 0.02571  0.4752
C 5.93990 3.42087 0.56376  -1.5889
C 3.50000 3.95155 0.83154  -0.2682
C 2.20380 4.05646 0.36096  -0.0222
C 1.10806 4.54793 1.26608  0.3365
C -2.64428 1.92488 -2.27730  0.2843
C -3.46121 1.46758 -1.24077  0.6289
C -3.38618 2.05882 0.14108  -1.1652
C -4.38714 0.45811 -1.50090  -0.6680
C -4.53151 -0.08954 -2.76545  0.7394
C -5.55711 -1.15567 -3.04417  -1.5742
C -3.72253 0.39548 -3.79350  -1.0518
C -2.79285 1.40535 -3.57458  1.4403
C -2.02197 1.98362 -4.73012  -1.7670
C -1.51283 -3.47356 2.39206  0.3365
C -0.69211 -4.60541 2.40751  0.9061
C 0.49253 -4.73078 3.32836  -1.6406
C -0.96894 -5.64987 1.52991  -0.6120
C -2.02025 -5.59109 0.62914  0.5988
C -2.31093 -6.74747 -0.28845  -1.8077
C -2.84512 -4.46884 0.65263  -0.8876
C -2.64099 -3.43591 1.56041  0.7241
C -3.70001 -2.37897 1.75834  -1.5760
H 2.39928 5.41708 3.85699  0.3194
H 3.84776 4.47472 3.46133  0.5670
H 3.30623 4.59735 5.12752  0.4455
H 0.26427 4.34071 3.72926  0.6197
H -1.80747 3.33263 3.17142  0.4356
H -2.07602 2.22374 4.51770  0.4298
H -1.92151 1.58492 2.88601  0.1191
H 1.97714 -1.26847 4.33128  0.3045
H 3.50526 -0.43622 4.64168  0.6337
H 3.00349 -0.74835 2.98598  0.1222
H 3.78083 1.94053 4.03689  0.4740
H -0.80451 0.39528 6.04687  0.5713
H -2.19999 -1.59274 6.52312  0.4311
H -2.48572 -3.33363 4.79504  0.5839
H -3.08967 4.51703 -2.66156  0.5660
H -1.50345 6.39957 -2.44907  0.4396
H 0.81683 5.97956 -1.70587  0.6024
H 1.69654 3.02775 -3.55004  0.2558
H 3.01199 1.85174 -3.45796  0.2517
H 3.36006 3.52268 -3.87378  0.4963
H 5.04079 2.78103 -1.92696  0.4143
H 6.61030 2.91243 -0.12721  0.3840
H 5.96240 2.89418 1.51888  0.3228
H 6.32792 4.42662 0.73546  0.3629
H 3.70875 4.24750 1.85375  0.4152
H 1.49700 4.71929 2.26657  -1.0752
H 0.30146 3.81335 1.32875  -0.2917
H 0.68074 5.48086 0.89630  0.6279
H -2.40088 2.47433 0.34961  -0.0543
H -3.62359 1.30419 0.89145  0.3391
H -4.11631 2.86521 0.24235  0.4740
H -5.02062 0.10791 -0.69244  0.4100
H -6.07799 -1.45342 -2.13533  0.3943
H -5.10301 -2.04207 -3.49344  0.3257
H -6.30053 -0.78248 -3.75031  0.3715
H -3.85519 0.00891 -4.80056  0.4480
H -2.05540 1.32029 -5.59328  0.4400
H -0.98081 2.16286 -4.46625  0.1499
H -2.45431 2.94338 -5.02252  0.3664
H 0.59821 -3.86686 3.97943  0.2327
H 1.40583 -4.83487 2.73899  0.2824
H 0.39969 -5.62282 3.94927  0.4986
H -0.34077 -6.53474 1.55743  0.4379
H -1.39622 -7.25865 -0.58848  0.3915
H -2.84056 -6.42245 -1.18381  0.3987
H -2.94368 -7.47914 0.21835  0.3626
H -3.72468 -4.44583 0.01416  0.4806
H -4.51953 -2.51425 1.05065  0.4883
H -3.30978 -1.36847 1.65566  0.1432
H -4.10839 -2.45675 2.76790  0.3725
O 2.82087 -1.26354 -1.52345  -0.3363
H 3.18314 -0.80064 -2.28744  0.1645
H 3.53470 -1.72896 -1.07262  0.2452
O -1.62613 -2.13934 -2.60731  -0.2178
H -1.83633 -1.38076 -3.17345  0.0049
H -2.38045 -2.24179 -2.01582  0.1322
Cl 3.47856 -4.50767 -1.65590  -0.1804
C 2.83407 -4.10035 -3.21818  0.8058
C 3.68830 -4.17583 -4.30407  -0.6904
C 3.20987 -3.89325 -5.57291  -0.4190
C 1.89004 -3.50493 -5.74410  -0.9419
C 1.03365 -3.46815 -4.66214  -0.3307
C 1.46345 -3.79227 -3.36638  0.4443
C 0.49127 -3.88630 -2.25129  -1.7879
H 4.71569 -4.47676 -4.15169  0.4652
H 3.86557 -3.99786 -6.42659  0.4067
H 1.52573 -3.24497 -6.72893  0.4351
H -0.00882 -3.20831 -4.80384  0.4117
H 0.81831 -4.58794 -1.48673  0.8585
H -0.49445 -4.14979 -2.61793  0.7648

## Properties
total energy = -9338.644348 Eh
energy above the lowest of the compared OMol25 structures with the same formula, charge and spin = 33.2 kcal/mol
total charge = +1
orbital gap = 7.18 eV

No. 2
The following is a quantum chemistry calculation of a molecular structure, C55H60ClGe2O2S4Ti, from OMol25.

Each line ends with the Mulliken charge.
Positions of all 125 atoms, in Å:
Ti -1.38442 0.58331 1.99054  0.0989
C -4.65652 -4.67928 4.20495  -1.5902
C -3.69519 -4.52759 3.05583  0.6890
C -4.15269 -4.55224 1.74255  -1.1599
C -3.28826 -4.42066 0.66665  1.1659
C -3.81423 -4.46366 -0.74258  -1.5039
C -1.92237 -4.22983 0.90944  0.9704
C -1.43095 -4.22638 2.21464  0.0062
C 0.04469 -4.07632 2.48860  -1.4405
C -2.32993 -4.37547 3.27304  -0.9125
C -0.95875 -4.23082 -0.23242  -0.2283
C -0.57749 -5.50230 -0.65378  0.1261
C 0.34204 -5.68039 -1.67050  -1.0613
C 0.90266 -4.57333 -2.27510  -0.1036
C 0.54520 -3.28189 -1.89243  -0.5690
C -0.40475 -3.10249 -0.87258  -0.2443
Ge -0.95958 -1.27425 -0.42475  0.3443
S -2.77325 -1.00590 0.73882  -0.6307
S -0.91948 0.23664 -2.07523  -0.1733
Ge -0.29104 1.76405 -0.57949  0.6481
S -1.87126 2.49621 0.77225  -0.5829
S 0.61459 0.05561 0.83940  0.1207
C 0.75292 3.28501 -1.22115  0.9977
C 1.92057 3.71124 -0.58910  -1.1210
C 2.52963 4.88089 -1.03559  0.0904
C 1.98899 5.60741 -2.08341  -1.1132
C 0.83056 5.17119 -2.70593  -0.1051
C 0.19097 4.01175 -2.28110  -0.2633
C -1.05227 3.55089 -2.96855  0.0762
C -2.29667 4.07824 -2.61112  1.2653
C -2.41342 5.24053 -1.65905  -1.6997
C -3.43891 3.57095 -3.22597  -1.1232
C -3.36589 2.60522 -4.21797  0.6110
C -4.60733 2.06381 -4.87544  -1.5136
C -2.10890 2.15882 -4.61657  -0.5473
C -0.95014 2.61502 -4.00959  0.2137
C 0.39486 2.10728 -4.45373  -0.5925
C 2.57082 2.94696 0.51114  1.0498
C 3.37268 1.84327 0.19103  0.2142
C 3.49612 1.36801 -1.23236  -1.0658
C 4.06628 1.20142 1.20628  -0.4781
C 3.99929 1.63945 2.52512  0.4490
C 4.78426 0.93329 3.59825  -1.5786
C 3.19512 2.73238 2.81865  -0.5179
C 2.46890 3.39306 1.83127  0.6009
C 1.62187 4.59008 2.18579  -1.8526
C 1.28028 -2.19569 -2.61316  1.1532
C 2.46787 -1.69364 -2.08269  0.7994
C 2.94585 -2.03598 -0.69215  -1.1862
C 3.25579 -0.85849 -2.87359  -0.9741
C 2.88624 -0.50139 -4.15875  0.6469
C 3.76673 0.38560 -4.99798  -1.8049
C 1.67559 -0.98603 -4.65275  -0.3589
C 0.87554 -1.83714 -3.90830  0.5806
C -0.40201 -2.38214 -4.49401  -1.8634
H -5.39164 -3.87233 4.20518  0.3437
H -4.13813 -4.66892 5.16288  0.3777
H -5.20823 -5.61727 4.12899  0.3898
H -5.21248 -4.68874 1.55387  0.4454
H -4.90037 -4.53430 -0.75185  0.4550
H -3.40893 -5.31612 -1.29125  0.3231
H -3.52685 -3.56413 -1.29121  0.1996
H 0.44450 -3.16038 2.04558  0.1077
H 0.60775 -4.90755 2.05972  0.3915
H 0.24147 -4.04853 3.55965  0.4243
H -1.94679 -4.41019 4.28859  0.3981
H -1.01442 -6.35973 -0.15564  0.5310
H 0.62974 -6.67777 -1.97728  0.4521
H 1.64015 -4.68850 -3.05995  0.5706
H 3.44305 5.21036 -0.55460  0.5534
H 2.47449 6.51500 -2.41856  0.4567
H 0.40463 5.73049 -3.53034  0.5562
H -1.64617 5.22619 -0.88786  0.2240
H -3.39029 5.25394 -1.17718  0.4381
H -2.30032 6.17895 -2.20840  0.3618
H -4.40850 3.96164 -2.93567  0.3887
H -5.50723 2.40915 -4.36895  0.3809
H -4.60421 0.97290 -4.86422  0.3247
H -4.66287 2.38073 -5.91846  0.3317
H -2.03290 1.42347 -5.41143  0.4327
H 0.28948 1.45914 -5.32259  0.3865
H 0.88280 1.53153 -3.66245  -0.3647
H 1.06071 2.93188 -4.71490  0.4601
H 3.71889 2.19462 -1.90894  0.4127
H 2.56989 0.90426 -1.58706  -0.2960
H 4.29067 0.62733 -1.31989  0.6189
H 4.69340 0.34939 0.96182  0.5098
H 5.82817 0.82231 3.30362  0.4446
H 4.38931 -0.07079 3.77113  0.2561
H 4.75218 1.48049 4.53959  0.3846
H 3.13669 3.09326 3.84068  0.3375
H 1.42391 4.62030 3.25704  0.3808
H 0.66745 4.57599 1.65608  0.2591
H 2.12504 5.52111 1.91570  0.4533
H 2.26296 -2.70419 -0.16957  0.1633
H 3.05075 -1.12566 -0.09600  -0.3881
H 3.92512 -2.51726 -0.72607  0.4954
H 4.20502 -0.50845 -2.48000  0.9238
H 4.77627 0.43555 -4.59188  0.3834
H 3.37212 1.40243 -5.03360  0.2345
H 3.82700 0.02265 -6.02436  0.4797
H 1.36466 -0.71626 -5.65732  0.5517
H -0.66174 -1.85278 -5.40976  0.4704
H -1.23764 -2.28390 -3.79735  0.2770
H -0.30782 -3.44422 -4.73075  0.3520
O -3.34853 0.90528 2.92734  -0.2367
H -3.51480 0.82905 3.87940  -0.0624
H -4.16303 0.75599 2.43245  0.2557
O -1.29325 -1.09904 3.33779  0.2426
H -1.79484 -1.90871 3.12567  -0.0180
H -1.14955 -1.04693 4.29644  0.0130
Cl -2.70456 1.13267 5.93983  -0.2744
C -1.04333 0.56165 5.90161  1.6112
C -0.61662 -0.21230 6.97145  -0.7216
C 0.67704 -0.70481 6.97843  -0.4858
C 1.51853 -0.41991 5.90928  -1.2076
C 1.07141 0.35689 4.85455  0.7880
C -0.22246 0.89013 4.82316  -1.0798
C -0.71318 1.68178 3.66761  -0.9513
H -1.29556 -0.41738 7.78788  0.4774
H 1.02196 -1.30605 7.80855  0.4239
H 2.52793 -0.80925 5.90116  0.4479
H 1.72800 0.56317 4.01868  0.4607
H 0.09685 2.23399 3.18002  -0.6118
H -1.49394 2.38240 3.95855  0.9258

## Properties
total energy = -9338.682692 Eh
energy above the lowest of the compared OMol25 structures with the same formula, charge and spin = 9.1 kcal/mol
total charge = +1
orbital gap = 7.26 eV